No. 1
C3H3N3O | ωB97M-V with the def2-TZVPD basis set

Geometry as XYZ:
```
10
Properties=species:S:1:pos:R:3:forces:R:3
C 0.298 1.202 0.304 -5.166 1.380 -1.474
H -1.675 1.320 -0.718 -0.916 1.627 -1.207
C -1.028 0.631 -0.286 2.245 3.871 0.501
N 1.368 0.639 0.320 4.945 0.076 0.387
H 0.223 2.271 0.585 0.025 -0.767 0.326
N -1.610 -0.421 -0.087 1.530 -4.050 1.642
O -0.577 -1.223 0.696 1.454 -0.191 -1.474
C 0.702 -1.380 -0.089 -3.227 -3.679 0.315
H 0.681 -2.488 -0.417 0.626 2.102 0.296
N 1.617 -0.550 -0.307 -1.515 -0.369 0.688
```
Positions in Å, forces in eV/Å.

2S+1 ... 1
LUMO level ... 0.0 eV
HOMO-LUMO gap ... 10.13 eV
HOMO ... -10.12 eV
Structure (SMILES) ... C1=NN=CON=C1

Löwdin atomic charge list, values in e, 2 entries:
1. C -0.115
2. H 0.087

No. 2
C3H3N3O | ωB97M-V with the def2-TZVPD basis set

Geometry as XYZ:
```
10
Properties=species:S:1:pos:R:3:forces:R:3
H -2.268 -1.350 0.637 0.008 0.100 0.014
N 2.423 0.366 0.988 -0.339 0.231 -0.250
H -1.489 -1.073 -1.655 0.032 0.137 0.049
H 3.375 0.465 0.654 0.021 0.011 -0.013
N -0.047 0.277 -1.329 -0.356 -0.347 0.075
C -1.617 -0.468 0.467 0.048 0.284 0.343
N 0.557 1.113 -0.406 0.520 -0.105 0.346
O -1.435 0.355 1.329 -0.115 -0.435 -0.361
C 1.535 0.732 0.228 -0.049 -0.015 -0.027
C -1.034 -0.417 -0.913 0.230 0.139 -0.175
```
Positions in Å, forces in eV/Å.

2S+1 ... 1
LUMO level ... -0.6 eV
HOMO-LUMO gap ... 8.89 eV
HOMO ... -9.45 eV
Structure (SMILES) ... N=C=N/N=C\C=O

Löwdin atomic charge list, values in e, 2 entries:
1. H 0.112
2. N 0.161

No. 3
C3H3N3O | ωB97M-V with the def2-TZVPD basis set

Geometry as XYZ:
```
10
Properties=species:S:1:pos:R:3:forces:R:3
N -0.210 -0.931 0.137 0.593 0.263 1.249
O 3.016 -0.224 0.659 -0.572 0.507 0.163
N 0.701 -0.147 0.491 -0.142 0.608 -0.659
C -1.453 -0.333 0.166 -1.068 -0.492 0.205
C 1.982 -0.751 0.372 1.052 -0.475 -0.161
H -0.908 2.584 -0.872 0.143 0.531 0.242
N -1.668 0.805 -0.364 1.473 0.471 -0.419
H -2.285 -0.823 0.583 -0.646 -1.117 0.174
H 1.983 -1.762 -0.016 -0.357 -0.694 -0.251
C -1.157 1.580 -1.155 -0.477 0.396 -0.543
```
Positions in Å, forces in eV/Å.

2S+1 ... 1
LUMO level (spin up / spin down) ... -1.3 / -1.3 eV
HOMO-LUMO gap (spin up / spin down) ... 7.54 / 7.53 eV
HOMO (spin up / spin down) ... -8.80 / -8.80 eV

Löwdin atomic charge list, values in e, 2 entries:
1. N 0.050
2. O 0.080

No. 4
C3H3N3O | ωB97M-V with the def2-TZVPD basis set

Geometry as XYZ:
```
10
Properties=species:S:1:pos:R:3:forces:R:3
N 2.537 -1.315 -0.371 -0.995 0.697 -1.476
H 0.005 -0.678 2.287 -0.050 -0.013 -0.108
H -0.748 1.026 -2.472 -0.007 -0.014 0.052
H -0.277 1.594 1.308 -0.032 -0.125 -0.093
N 1.945 -0.905 -1.205 1.061 -0.692 1.410
C -0.887 0.876 -0.556 -0.209 0.094 -0.506
N -1.364 0.996 -1.663 0.324 -0.084 0.717
O -0.482 -1.653 0.585 0.039 0.363 0.292
C -0.482 0.721 0.698 -0.064 0.006 -0.132
C -0.312 -0.636 1.226 -0.067 -0.233 -0.155
```
Positions in Å, forces in eV/Å.

2S+1 ... 1
LUMO level ... 0.5 eV
HOMO-LUMO gap ... 10.16 eV
HOMO ... -9.67 eV
Structure (SMILES) ... N=C=CC=O.N#N

Löwdin atomic charge list, values in e, 2 entries:
1. N 0.044
2. H 0.115

No. 5
C3H3N3O | ωB97M-V with the def2-TZVPD basis set

Geometry as XYZ:
```
10
Properties=species:S:1:pos:R:3:forces:R:3
H 1.700 -1.625 0.025 0.336 -0.273 0.789
H 0.945 1.013 1.014 0.730 0.988 2.976
N -3.178 0.321 0.640 0.856 -0.498 -0.604
C -2.199 0.009 0.107 2.233 0.294 -0.944
N -0.223 -1.205 -0.283 -0.670 -3.211 0.163
C 0.923 -0.891 0.060 2.005 1.347 -0.192
C 1.097 0.645 0.076 -3.311 -2.862 -0.728
O -0.113 1.037 -0.587 0.235 0.074 -0.503
N -0.925 -0.180 -0.660 -4.527 2.798 0.584
H 1.972 0.874 -0.392 2.112 1.344 -1.542
```
Positions in Å, forces in eV/Å.

2S+1 ... 1
LUMO level ... 0.7 eV
HOMO-LUMO gap ... 10.43 eV
HOMO ... -9.75 eV
Structure (SMILES) ... N#CN1N=CCO1

Löwdin atomic charge list, values in e, 2 entries:
1. H 0.116
2. H 0.090

No. 6
C3H3N3O | ωB97M-V with the def2-TZVPD basis set

Geometry as XYZ:
```
10
Properties=species:S:1:pos:R:3:forces:R:3
H 2.162 1.051 1.045 0.004 0.142 0.419
C -0.355 -0.779 0.807 0.267 0.164 0.220
N 0.803 -0.597 1.364 -0.219 -0.084 0.156
C 1.182 0.636 0.886 0.393 0.198 0.202
N 0.328 1.230 0.119 0.459 -0.309 0.018
N -0.696 0.314 0.017 -0.169 -0.146 -0.409
O -1.774 -0.458 -1.923 0.083 -0.037 0.174
C -0.813 0.005 -1.405 -0.185 -0.055 -0.415
H -1.003 -1.630 0.986 0.087 0.174 -0.366
H 0.166 0.229 -1.897 -0.722 -0.048 0.001
```
Positions in Å, forces in eV/Å.

2S+1 ... 1
LUMO level ... 0.4 eV
HOMO-LUMO gap ... 11.45 eV
HOMO ... -11.02 eV
Structure (SMILES) ... O=Cn1cncn1

Löwdin atomic charge list, values in e, 2 entries:
1. H 0.108
2. C -0.136

No. 7
C3H3N3O | ωB97M-V with the def2-TZVPD basis set

Geometry as XYZ:
```
10
Properties=species:S:1:pos:R:3:forces:R:3
H 2.997 0.117 0.486 -0.028 -0.037 0.051
C -1.840 -0.158 1.430 0.186 -1.005 0.992
N -0.404 0.493 -1.696 -0.212 0.227 0.083
H -1.380 1.242 -0.261 0.263 0.084 -0.109
N -1.191 1.346 -1.276 0.268 -0.301 -0.054
H -0.045 -1.499 -0.976 0.095 0.103 0.009
C 1.177 -0.171 0.054 0.135 0.147 0.087
O -1.561 -0.998 2.138 -0.331 0.869 -0.702
C 0.195 -0.461 -0.773 0.198 -0.028 0.116
N 2.053 0.090 0.874 -0.574 -0.060 -0.474
```
Positions in Å, forces in eV/Å.

2S+1 ... 1
LUMO level ... 0.6 eV
HOMO-LUMO gap ... 9.65 eV
HOMO ... -9.05 eV

Löwdin atomic charge list, values in e, 2 entries:
1. H 0.078
2. C 0.023

No. 8
C3H3N3O | ωB97M-V with the def2-TZVPD basis set

Geometry as XYZ:
```
10
Properties=species:S:1:pos:R:3:forces:R:3
C -1.444 -0.480 0.588 0.079 -0.079 0.300
N -0.439 0.916 -1.297 0.170 0.105 0.023
H -2.477 -0.354 0.208 0.055 0.019 0.040
O -1.213 -0.731 1.741 -0.121 0.113 -0.497
H -0.334 -1.220 -1.097 0.010 0.073 0.108
H 2.634 0.696 0.690 0.003 -0.043 0.010
N 1.910 -0.026 0.722 -0.299 0.183 -0.383
N 0.696 1.360 -0.983 -0.234 -0.015 -0.020
C 0.984 0.251 -0.066 0.366 -0.184 0.346
C -0.362 -0.327 -0.461 -0.028 -0.172 0.073
```
Positions in Å, forces in eV/Å.

2S+1 ... 1
LUMO level ... -0.6 eV
HOMO-LUMO gap ... 9.54 eV
HOMO ... -10.10 eV
Structure (SMILES) ... [H]/N=C1\N=N[C@@H]1C=O

Löwdin atomic charge list, values in e, 2 entries:
1. C -0.217
2. N 0.081

No. 9
C3H3N3O | ωB97M-V with the def2-TZVPD basis set

Geometry as XYZ:
```
10
Properties=species:S:1:pos:R:3:forces:R:3
C -0.796 0.008 1.064 0.050 0.355 0.368
O 1.214 2.090 -0.219 0.006 -0.602 -0.201
H 1.566 0.250 -1.045 -0.130 1.044 0.560
H -1.332 0.600 -0.832 0.319 -0.039 0.124
N 0.105 -1.589 -1.429 1.785 -0.682 -1.015
N 1.160 -1.448 -1.726 -1.739 -1.034 0.083
N -1.060 -0.179 2.242 -0.277 0.124 -0.586
C -0.500 0.416 -0.150 -0.042 0.767 0.630
H -1.255 -1.113 2.589 0.339 -0.121 -0.133
C 0.897 0.965 -0.493 -0.313 0.188 0.170
```
Positions in Å, forces in eV/Å.

2S+1 ... 1
LUMO level ... 0.6 eV
HOMO-LUMO gap ... 9.83 eV
HOMO ... -9.23 eV
Structure (SMILES) ... N=C=CC=O.N#N

Löwdin atomic charge list, values in e, 2 entries:
1. C -0.189
2. O 0.074

No. 10
C3H3N3O2 | ωB97M-V with the def2-TZVPD basis set

Geometry as XYZ:
```
11
Properties=species:S:1:pos:R:3:forces:R:3
N -1.192 -0.722 0.203 -0.249 -1.193 2.339
O 0.104 -2.389 -0.817 0.844 0.728 1.031
H 0.532 3.313 0.425 -0.118 -1.973 -1.006
N 1.355 1.429 -0.477 -0.108 2.762 1.418
O -0.613 1.428 0.661 1.053 3.782 -0.466
H 1.079 -0.820 -0.286 1.752 1.187 -1.818
N 0.850 0.212 -0.331 -0.303 -2.521 0.570
C 0.474 2.220 0.098 0.422 -0.806 0.849
C -0.766 -2.018 -0.036 -2.414 -1.487 -1.440
C -0.326 0.243 0.261 -2.061 -2.543 -1.472
H -1.499 -2.896 0.298 1.184 2.065 -0.003
```
Positions in Å, forces in eV/Å.

2S+1 ... 1
LUMO level ... 0.5 eV
HOMO-LUMO gap ... 9.92 eV
HOMO ... -9.38 eV
Structure (SMILES) ... O=C/N=c1\[nH]nco1

Löwdin atomic charge list, values in e, 2 entries:
1. N 0.127
2. O -0.015

Energy above the lowest of the compared OMol25 structures with the same formula, charge and spin for every record listed, in sequence, given in kJ/mol: 524.11 297.80 480.14 75.63 482.63 149.60 364.88 321.86 185.52 357.04.